Entry 1:
Formula: C19H56N10O7
Source: OMol25
Level of theory: ωB97M-V/def2-TZVPD

Last column: Löwdin charge in e.
Atoms and positions in Å:
C1 -5.85 4.68 3.61  -0.087
O1 -4.95 4.85 2.46  -0.219
C2 -3.89 3.87 2.39  -0.180
C3 -2.90 4.13 1.20  -0.436
C4 -3.52 3.90 -0.18  -0.045
N1 -1.87 3.18 1.33  0.024
H1 -6.68 5.38 3.48  0.084
H2 -5.39 4.80 4.59  0.074
H3 -6.17 3.65 3.69  0.072
H4 -3.39 3.99 3.36  0.122
H5 -4.44 2.94 2.27  0.120
H6 -2.48 5.13 1.32  0.137
H7 -3.00 4.41 -0.99  0.072
H8 -4.60 4.08 -0.14  0.082
H9 -3.41 2.86 -0.47  0.064
H10 -1.71 3.05 0.34  0.043
H11 -2.17 2.29 1.71  0.073
C5 3.73 -3.28 4.34  -0.105
O2 2.93 -3.35 3.16  -0.220
C6 3.03 -4.58 2.41  -0.141
C7 1.61 -5.27 2.26  -0.443
C8 0.47 -4.29 1.89  -0.073
N2 1.21 -6.05 3.36  0.031
H12 4.74 -3.65 4.13  0.082
H13 3.30 -3.90 5.13  0.085
H14 3.84 -2.28 4.75  0.081
H15 3.35 -4.22 1.43  0.118
H16 3.80 -5.26 2.78  0.116
H17 1.56 -5.90 1.36  0.122
H18 0.89 -3.60 1.15  0.058
H19 0.09 -3.69 2.71  0.080
H20 -0.35 -4.82 1.40  0.070
H21 2.03 -6.63 3.49  0.069
H22 0.56 -6.76 3.05  0.078
C9 -1.90 -2.00 0.45  -0.109
O3 -1.58 -1.94 -0.89  -0.244
C10 -0.99 -3.12 -1.42  -0.194
C11 -1.22 -3.27 -2.97  -0.491
C12 -0.49 -4.45 -3.50  -0.050
N3 -0.98 -2.02 -3.55  0.056
H23 -2.62 -2.81 0.53  0.099
H24 -2.44 -1.07 0.65  0.092
H25 -1.01 -2.03 1.09  0.078
H26 0.09 -3.11 -1.26  0.110
H27 -1.35 -4.07 -1.03  0.118
H28 -2.31 -3.30 -3.00  0.139
H29 -1.00 -5.33 -3.10  0.083
H30 0.54 -4.32 -3.17  0.084
H31 -0.55 -4.52 -4.59  0.085
H32 -0.01 -1.86 -3.30  0.075
H33 -1.53 -1.34 -3.03  0.043
C13 5.35 3.41 0.07  -0.143
O4 5.87 2.16 0.05  -0.187
C14 5.57 1.30 1.14  -0.194
C15 4.24 0.59 1.02  -0.423
C16 4.00 -0.52 2.05  -0.054
N4 4.05 0.06 -0.32  0.034
H34 5.30 3.83 1.07  0.092
H35 4.29 3.34 -0.14  0.081
H36 5.91 3.96 -0.69  0.104
H37 6.40 0.60 1.21  0.127
H38 5.70 1.75 2.13  0.127
H39 3.45 1.34 0.98  0.136
H40 3.05 -1.07 1.98  0.066
H41 3.89 -0.13 3.06  0.074
H42 4.82 -1.21 2.24  0.079
H43 4.07 0.85 -0.95  0.067
H44 4.87 -0.48 -0.57  0.085
N5 1.11 1.42 -1.49  0.166
C17 0.17 0.65 -0.95  -0.706
N6 0.87 -0.41 -0.59  0.185
O5 -1.00 0.86 -0.97  0.042
H45 1.89 0.91 -1.86  0.099
H46 0.95 2.36 -1.82  0.099
H47 0.19 -1.11 -0.33  0.066
H48 1.85 -0.42 -0.37  0.075
N7 -1.31 4.54 -3.46  0.178
C18 -0.28 3.85 -3.79  -0.847
N8 -0.58 2.63 -3.75  0.161
O6 0.83 4.29 -4.05  0.018
H49 -2.15 4.02 -3.26  0.064
H50 -1.35 5.54 -3.34  0.122
H51 0.12 2.00 -4.11  0.126
H52 -1.53 2.33 -3.88  0.074
N9 -3.16 0.51 -2.47  0.192
C19 -3.71 1.47 -3.06  -0.850
N10 -4.90 1.12 -3.22  0.183
O7 -3.24 2.48 -3.45  0.069
H53 -3.81 -0.06 -1.95  0.126
H54 -2.28 0.67 -2.00  0.053
H55 -4.96 0.14 -2.99  0.114
H56 -5.61 1.37 -3.89  0.137

Output
DFT total energy   -49840.4865 eV
Energy relative to the best compared isomer or geometry (same formula, charge and spin)   6.086 eV
E_HOMO   -8.8 eV
Net charge   0
SMILES   COC[C@H](C)N.COC[C@H](C)N.COC[C@H](C)N.COC[C@H](C)N.NC(N)=O.NC(N)=O.NC(N)=O
Orbital gap   9.21 eV



Entry 2:
Formula: C19H56N10O7
Source: OMol25
Level of theory: ωB97M-V/def2-TZVPD

Last column: Löwdin charge in e.
Atoms and positions in Å:
C1 -0.14 -5.68 -2.10  -0.118
O1 -0.97 -4.52 -2.17  -0.173
C2 -1.57 -4.36 -3.45  -0.204
C3 -0.59 -4.13 -4.64  -0.418
C4 0.30 -2.83 -4.37  -0.036
N1 -1.33 -3.88 -5.85  0.023
H1 0.02 -6.05 -1.09  0.081
H2 0.84 -5.51 -2.55  0.081
H3 -0.57 -6.59 -2.51  0.086
H4 -2.40 -5.04 -3.65  0.123
H5 -2.04 -3.39 -3.34  0.119
H6 -0.05 -5.07 -4.65  0.117
H7 0.99 -3.01 -3.55  0.059
H8 -0.26 -1.92 -4.15  0.052
H9 0.98 -2.60 -5.20  0.071
H10 -1.97 -4.66 -5.92  0.066
H11 -0.82 -3.93 -6.72  0.075
C5 1.96 6.78 2.79  -0.070
O2 1.15 5.56 2.71  -0.207
C6 -0.19 5.80 2.38  -0.198
C7 -0.81 4.37 2.14  -0.418
C8 0.06 3.44 1.28  -0.080
N2 -2.11 4.33 1.52  0.030
H12 1.63 7.43 3.60  0.079
H13 1.87 7.34 1.86  0.081
H14 3.01 6.58 3.00  0.081
H15 -0.79 6.25 3.18  0.124
H16 -0.27 6.33 1.43  0.120
H17 -0.83 3.97 3.15  0.134
H18 1.13 3.42 1.49  0.064
H19 -0.02 3.77 0.24  0.068
H20 -0.28 2.41 1.20  0.059
H21 -2.36 3.36 1.44  0.060
H22 -2.04 4.63 0.55  0.066
C9 5.74 2.98 0.68  -0.095
O3 5.11 3.15 -0.61  -0.194
C10 4.39 1.92 -0.99  -0.173
C11 3.54 2.04 -2.29  -0.379
C12 2.62 3.29 -2.16  -0.031
N3 2.75 0.83 -2.46  0.026
H23 5.88 1.93 0.94  0.084
H24 5.15 3.44 1.47  0.079
H25 6.63 3.61 0.67  0.086
H26 5.05 1.07 -1.14  0.118
H27 3.89 1.64 -0.06  0.094
H28 4.22 2.08 -3.15  0.139
H29 3.23 4.15 -1.85  0.072
H30 1.82 3.08 -1.45  0.060
H31 2.11 3.61 -3.07  0.071
H32 2.29 0.84 -3.36  0.042
H33 3.54 0.21 -2.59  0.095
C13 -5.59 -1.23 5.90  -0.104
O4 -4.34 -0.79 5.34  -0.191
C14 -4.01 -1.54 4.17  -0.207
C15 -2.83 -1.10 3.31  -0.440
C16 -3.03 0.31 2.79  -0.057
N4 -2.44 -2.11 2.30  0.053
H34 -5.55 -2.25 6.27  0.081
H35 -6.26 -1.12 5.05  0.082
H36 -5.86 -0.61 6.75  0.083
H37 -3.96 -2.60 4.42  0.119
H38 -4.83 -1.51 3.44  0.114
H39 -1.92 -1.05 3.90  0.134
H40 -2.14 0.44 2.17  0.055
H41 -3.07 0.99 3.64  0.081
H42 -3.92 0.46 2.17  0.078
H43 -2.07 -2.95 2.72  -0.009
H44 -1.59 -1.65 1.98  0.007
N5 0.97 -1.00 -1.07  0.173
C17 0.92 -0.59 0.17  -0.786
N6 1.66 0.43 0.44  0.191
O5 0.09 -0.96 0.93  0.040
H45 1.36 -0.30 -1.70  0.032
H46 0.38 -1.72 -1.45  0.112
H47 1.72 0.79 1.39  0.125
H48 2.23 0.77 -0.32  0.053
N7 -0.62 0.56 -3.34  0.157
C18 -0.15 0.82 -4.55  -0.714
N8 -1.23 1.11 -5.26  0.165
O6 1.04 0.75 -4.86  0.016
H49 0.06 0.43 -2.60  0.071
H50 -1.60 0.61 -3.12  0.116
H51 -2.10 1.13 -4.75  0.108
H52 -1.24 1.18 -6.27  0.123
N9 0.30 -3.91 2.36  0.171
C19 -0.55 -4.65 3.06  -0.747
N10 0.14 -5.74 3.32  0.142
O7 -1.63 -4.40 3.44  0.088
H53 1.26 -4.22 2.30  0.103
H54 0.05 -2.98 2.05  0.075
H55 1.11 -5.73 3.05  0.097
H56 -0.27 -6.53 3.81  0.117

Output
DFT total energy   -49842.1629 eV
Energy relative to the best compared isomer or geometry (same formula, charge and spin)   4.409 eV
E_HOMO   -7.8 eV
Net charge   0
SMILES   COC[C@H](C)N.COC[C@H](C)N.COC[C@H](C)N.COC[C@H](C)N.NC(N)=O.NC(N)=O.NC(N)=O
Orbital gap   8.25 eV



Entry 3:
Formula: C19H56O13
Source: OMol25
Level of theory: ωB97M-V/def2-TZVPD

Last column: Löwdin charge in e.
Atoms and positions in Å:
C1 1.33 1.48 2.05  -0.096
O1 2.07 0.88 1.02  -0.216
C2 3.37 0.43 1.36  -0.213
C3 4.09 -0.10 0.18  -0.189
O2 3.54 -1.27 -0.37  -0.123
C4 2.31 -1.09 -1.11  -0.154
C5 1.84 -2.38 -1.74  -0.220
O3 2.65 -2.64 -2.86  -0.159
C6 2.26 -3.76 -3.60  -0.114
H1 1.96 2.04 2.74  0.091
H2 0.83 0.71 2.62  0.075
H3 0.66 2.19 1.63  0.076
H4 3.25 -0.29 2.16  0.109
H5 3.92 1.31 1.80  0.144
H6 5.07 -0.42 0.55  0.140
H7 4.15 0.72 -0.50  0.128
H8 2.47 -0.38 -1.95  0.135
H9 1.52 -0.73 -0.41  0.115
H10 0.76 -2.29 -1.94  0.109
H11 1.92 -3.21 -1.04  0.122
H12 1.37 -3.63 -4.24  0.080
H13 2.10 -4.64 -2.95  0.095
H14 3.05 -3.97 -4.28  0.072
C7 1.44 4.74 0.46  -0.144
O4 0.57 5.12 1.48  -0.163
C8 1.33 5.43 2.64  -0.197
C9 0.49 5.22 3.89  -0.193
O5 0.29 3.85 4.12  -0.137
C10 -0.78 3.53 4.96  -0.201
C11 -0.82 2.03 5.08  -0.231
O6 -1.41 1.47 3.96  -0.185
C12 -1.74 0.10 4.05  -0.094
H15 2.21 5.48 0.26  0.086
H16 0.84 4.64 -0.48  0.094
H17 1.93 3.74 0.67  0.091
H18 1.64 6.49 2.63  0.129
H19 2.22 4.82 2.73  0.120
H20 -0.44 5.74 3.83  0.118
H21 1.06 5.67 4.74  0.139
H22 -1.70 3.95 4.64  0.122
H23 -0.59 4.02 5.91  0.125
H24 -1.37 1.81 6.00  0.122
H25 0.22 1.71 5.29  0.142
H26 -0.90 -0.49 4.43  0.088
H27 -1.96 -0.15 3.02  0.081
H28 -2.59 -0.01 4.73  0.090
C13 -1.29 0.10 -4.68  -0.170
O7 0.05 0.15 -4.33  -0.115
H29 -1.62 0.81 -5.45  0.092
H30 -1.60 -0.92 -4.96  0.090
H31 -1.88 0.29 -3.75  0.066
H32 0.19 -0.71 -3.88  0.099
C14 1.36 2.58 -2.29  -0.157
O8 2.01 1.88 -3.35  -0.153
H33 2.18 3.12 -1.85  0.067
H34 0.62 3.22 -2.77  0.086
H35 0.96 1.89 -1.58  0.049
H36 1.33 1.35 -3.82  0.037
C15 -3.29 -3.91 0.56  -0.183
O9 -2.10 -3.22 0.75  -0.115
H37 -3.15 -4.63 -0.23  0.059
H38 -3.55 -4.47 1.46  0.081
H39 -4.21 -3.37 0.31  0.076
H40 -1.97 -2.59 0.03  0.037
C16 -1.69 -4.44 -2.87  -0.146
O10 -2.43 -5.52 -3.46  -0.113
H41 -0.73 -4.38 -3.33  0.047
H42 -2.26 -3.52 -3.05  0.077
H43 -1.55 -4.43 -1.78  0.068
H44 -2.03 -6.35 -3.19  0.073
C17 -1.46 0.01 -0.37  -0.135
O11 -1.61 -1.04 -1.30  -0.149
H45 -1.09 0.91 -0.85  0.072
H46 -2.34 0.29 0.19  0.083
H47 -0.69 -0.29 0.36  0.075
H48 -2.53 -1.02 -1.63  0.047
C18 1.21 -2.73 2.08  -0.146
O12 2.59 -2.50 2.35  -0.117
H49 0.94 -2.89 1.02  0.069
H50 0.80 -3.58 2.59  0.068
H51 0.65 -1.84 2.38  0.064
H52 2.97 -2.19 1.51  0.046
C19 -4.82 -0.50 -3.48  -0.137
O13 -4.43 -1.07 -2.25  -0.129
H53 -5.53 -1.16 -4.01  0.096
H54 -5.27 0.47 -3.28  0.081
H55 -3.97 -0.39 -4.14  0.059
H56 -5.24 -1.27 -1.77  0.093

Output
DFT total energy   -47221.8932 eV
Energy relative to the best compared isomer or geometry (same formula, charge and spin)   0.000 eV
E_HOMO   -9.4 eV
Net charge   0
SMILES   COCCOCCOC.COCCOCCOC.CO.CO.CO.CO.CO.CO.CO
Orbital gap   9.63 eV